[1]
180
Properties=species:S:1:pos:R:3 method="wB97M-V/def2-TZVPD" e_homo_ev=-7.61 e_above_lowest_kj_mol=7708.9 orbital_gap_ev=7.768 lumo_ev=0.159
C 0.58 8.45 20.97
O 0.92 9.61 21.84
C 0.37 9.83 23.16
O -0.54 9.13 23.63
O 1.09 10.70 23.82
C 0.92 11.07 25.21
H 0.25 8.77 19.99
H -0.27 7.87 21.34
H 1.39 7.72 21.07
H 1.72 10.83 25.90
H 0.05 10.62 25.69
H 1.02 12.15 25.34
C -1.73 7.85 24.72
O -2.82 7.00 24.47
C -2.69 5.90 23.65
O -1.69 5.49 23.04
O -3.86 5.23 23.68
C -4.09 4.15 22.77
H -1.74 8.63 23.96
H -0.70 7.49 24.71
H -1.86 8.36 25.68
H -4.67 4.43 21.90
H -4.68 3.39 23.30
H -3.16 3.72 22.41
C 1.08 11.49 27.06
O 2.34 12.04 26.76
C 3.45 11.80 27.46
O 3.55 10.99 28.41
O 4.26 12.68 27.01
C 5.51 12.91 27.60
H 1.08 10.41 27.16
H 0.34 11.75 26.31
H 0.76 11.96 28.00
H 6.23 12.96 26.79
H 5.91 12.24 28.37
H 5.49 13.85 28.17
C -0.90 13.38 26.04
O 0.13 13.31 26.95
C 0.94 14.35 27.07
O 0.84 15.48 26.62
O 1.93 14.00 27.83
C 2.91 15.02 28.18
H -1.56 12.53 26.20
H -0.63 13.17 25.01
H -1.40 14.36 26.00
H 2.43 15.89 28.63
H 3.48 15.27 27.29
H 3.69 14.66 28.85
C 1.83 11.48 20.63
O 0.50 11.71 20.99
C -0.46 11.35 20.24
O -0.41 10.46 19.42
O -1.49 12.20 20.38
C -2.52 12.20 19.34
H 2.23 10.74 21.33
H 2.39 12.39 20.83
H 2.08 11.20 19.61
H -3.26 11.42 19.53
H -2.09 11.97 18.37
H -3.04 13.16 19.37
C 3.10 5.26 19.35
O 2.63 4.76 20.61
C 1.75 5.42 21.41
O 1.27 6.53 21.10
O 1.61 4.72 22.60
C 0.76 5.33 23.62
H 2.48 4.89 18.54
H 4.09 4.80 19.32
H 3.24 6.33 19.25
H 1.20 6.27 23.93
H 0.40 4.71 24.44
H -0.19 5.50 23.11
C -0.66 8.67 26.39
O 0.57 8.58 27.21
C 0.48 8.90 28.47
O -0.57 9.17 29.08
O 1.71 9.03 29.00
C 1.93 9.66 30.19
H -1.52 8.36 26.98
H -0.62 8.13 25.45
H -0.98 9.68 26.13
H 1.19 9.32 30.91
H 1.85 10.74 30.12
H 2.93 9.45 30.56
C -0.47 11.61 22.97
O -1.25 12.72 22.47
C -1.20 13.98 22.97
O -0.54 14.34 23.99
O -2.10 14.75 22.35
C -2.30 16.11 22.58
H -0.81 11.32 23.97
H 0.60 11.81 22.96
H -0.56 10.74 22.32
H -3.25 16.55 22.25
H -1.51 16.51 21.94
H -2.14 16.41 23.62
C 1.44 8.83 18.83
O 2.64 9.36 19.25
C 3.81 8.86 18.76
O 3.90 8.00 17.88
O 4.76 9.37 19.51
C 6.15 9.00 19.11
H 1.25 9.18 17.82
H 0.59 9.15 19.43
H 1.36 7.75 18.91
H 6.49 9.52 18.21
H 6.24 7.96 18.79
H 6.87 9.11 19.92
C 5.57 13.84 23.13
O 5.35 14.32 24.43
C 4.12 14.31 24.99
O 3.85 15.00 26.00
O 3.29 13.41 24.41
C 1.89 13.57 24.67
H 5.38 12.78 22.94
H 6.54 14.15 22.75
H 4.95 14.36 22.40
H 1.45 12.77 24.08
H 1.58 14.58 24.38
H 1.67 13.42 25.72
C 3.61 9.87 22.25
O 4.32 8.72 22.69
C 3.72 7.53 22.83
O 2.50 7.32 22.94
O 4.75 6.58 22.74
C 4.54 5.18 22.91
H 3.41 9.94 21.18
H 4.24 10.76 22.34
H 2.73 10.01 22.87
H 5.34 4.62 23.41
H 4.27 4.70 21.97
H 3.82 4.93 23.69
C -2.12 9.93 21.00
O -2.52 8.67 21.24
C -3.71 8.45 21.83
O -4.52 9.30 22.12
O -3.92 7.10 21.77
C -5.19 6.65 22.14
H -1.67 10.50 21.82
H -2.89 10.52 20.51
H -1.39 9.78 20.21
H -5.37 6.40 23.18
H -5.28 5.63 21.75
H -6.04 7.27 21.84
C 2.90 5.77 27.65
O 2.22 6.51 26.58
C 1.14 6.02 25.93
O 0.59 4.90 26.12
O 0.62 6.93 25.02
C 1.18 8.23 24.61
H 3.23 6.45 28.43
H 3.83 5.29 27.34
H 2.18 5.05 28.03
H 0.80 9.06 25.20
H 0.79 8.32 23.60
H 2.25 8.10 24.50
C -1.54 11.37 27.70
O -1.80 11.56 26.31
C -2.35 10.57 25.54
O -2.61 9.43 25.93
O -2.64 11.01 24.30
C -2.91 10.14 23.27
H -2.33 11.83 28.28
H -0.63 11.85 28.06
H -1.51 10.35 28.08
H -2.07 9.53 22.93
H -3.34 10.66 22.43
H -3.67 9.44 23.62
C 3.24 8.41 27.53
O 3.97 9.36 26.81
C 3.61 9.86 25.57
O 2.64 9.46 24.91
O 4.52 10.76 25.16
C 4.64 11.11 23.77
H 3.67 7.41 27.45
H 2.16 8.50 27.49
H 3.43 8.76 28.54
H 5.23 10.41 23.18
H 5.17 12.05 23.61
H 3.65 11.19 23.33


[2]
205
Properties=species:S:1:pos:R:3 method="wB97M-V/def2-TZVPD" e_homo_ev="-3.75 / -7.98" spin_multiplicity=2 s2=0.764 orbital_gap_ev="2.456 / 6.676" lumo_ev="-1.289 / -1.307"
C 7.71 0.45 -3.02
C 8.18 0.09 -1.62
N 7.58 -1.14 -1.22
C 8.16 -2.39 -1.14
C 7.26 -3.17 -0.52
N 6.05 -2.50 -0.36
C 6.33 -1.19 -0.76
C 4.87 -2.96 0.33
H 8.22 1.36 -3.36
H 6.65 0.68 -3.14
H 7.94 -0.29 -3.78
H 7.78 0.87 -0.97
H 9.25 -0.01 -1.41
H 9.23 -2.43 -1.21
H 7.40 -4.12 -0.02
H 5.71 -0.31 -0.84
H 4.43 -3.73 -0.30
H 4.26 -2.07 0.39
H 5.04 -3.28 1.37
C 3.00 -0.09 -1.47
C 1.60 0.01 -2.04
N 0.51 -0.40 -1.19
C 0.38 -1.58 -0.57
C -0.83 -1.51 0.23
N -1.37 -0.18 0.17
C -0.45 0.45 -0.67
C -2.37 0.35 1.05
H 3.58 0.35 -2.28
H 3.14 -1.06 -1.00
H 3.10 0.62 -0.64
H 1.68 -0.62 -2.92
H 1.34 0.97 -2.49
H 1.09 -2.37 -0.78
H -1.32 -2.19 0.91
H -0.45 1.51 -0.90
H -1.87 0.56 2.00
H -3.09 -0.44 1.27
H -2.79 1.23 0.56
C 6.26 4.59 -5.16
C 5.72 3.71 -3.95
N 4.17 3.70 -3.92
C 3.29 3.19 -2.96
C 1.95 3.44 -3.40
N 2.05 4.04 -4.62
C 3.37 4.21 -4.94
C 1.00 4.35 -5.47
H 7.28 4.33 -5.44
H 6.28 5.66 -4.95
H 5.75 4.43 -6.11
H 6.02 4.18 -3.01
H 6.00 2.66 -3.92
H 3.62 3.10 -1.93
H 0.98 3.33 -2.93
H 3.77 4.64 -5.84
H 0.10 4.28 -4.85
H 0.93 3.64 -6.29
H 1.25 5.36 -5.77
C -8.62 2.37 -2.17
C -7.13 1.94 -2.29
O -6.37 2.41 -3.19
N -6.89 0.66 -1.47
H -7.00 0.87 -0.49
H -7.52 -0.02 -1.88
C -5.50 -0.02 -1.72
H -9.01 3.09 -2.89
H -8.90 2.81 -1.21
H -9.28 1.51 -2.25
H -5.56 -1.04 -2.11
H -5.01 -0.02 -0.75
H -4.96 0.56 -2.47
C -0.77 3.23 3.48
C -1.58 3.59 4.71
C -3.05 2.87 4.71
N -3.66 2.72 6.13
C -3.83 4.15 6.86
C -2.79 1.79 7.08
C -3.70 1.15 8.12
C -5.11 1.31 7.55
C -4.92 1.91 6.15
H -1.27 3.46 2.54
H -0.41 2.20 3.55
H 0.11 3.86 3.43
H -1.80 4.65 4.82
H -0.94 3.43 5.58
H -2.92 1.87 4.30
H -3.74 3.37 4.03
H -3.47 4.06 7.89
H -4.90 4.31 6.77
H -3.30 4.93 6.31
H -1.98 2.42 7.44
H -2.33 1.04 6.45
H -3.64 1.62 9.10
H -3.51 0.08 8.22
H -5.73 1.96 8.16
H -5.52 0.31 7.46
H -5.79 2.52 5.88
H -4.84 1.16 5.36
C -2.74 -6.83 -8.27
C -1.89 -5.78 -7.60
C -2.69 -4.71 -6.85
N -2.26 -4.52 -5.34
C -2.52 -5.80 -4.55
C -0.78 -4.08 -5.23
C -0.65 -3.27 -3.94
C -2.04 -2.65 -3.76
C -3.07 -3.45 -4.65
H -2.07 -7.49 -8.82
H -3.57 -6.47 -8.87
H -3.35 -7.29 -7.50
H -1.27 -5.29 -8.35
H -1.16 -6.29 -6.97
H -3.77 -4.84 -6.78
H -2.60 -3.69 -7.23
H -2.17 -5.60 -3.54
H -2.02 -6.65 -5.03
H -3.59 -6.01 -4.55
H -0.25 -5.02 -5.36
H -0.60 -3.49 -6.13
H -0.26 -3.91 -3.14
H 0.13 -2.54 -4.12
H -2.29 -2.63 -2.70
H -2.00 -1.60 -4.05
H -4.11 -3.72 -4.44
H -3.21 -2.78 -5.49
C 2.71 2.96 1.97
C 3.15 2.68 3.38
C 3.54 3.93 4.19
N 4.10 3.71 5.60
C 4.46 5.16 6.08
C 5.35 2.83 5.60
C 5.13 1.82 6.71
C 3.95 2.33 7.56
C 3.06 3.07 6.53
H 2.60 2.04 1.39
H 3.47 3.56 1.47
H 1.79 3.53 1.92
H 3.99 2.01 3.22
H 2.35 2.14 3.90
H 2.68 4.55 4.42
H 4.28 4.48 3.62
H 5.27 5.50 5.43
H 4.85 4.93 7.08
H 3.59 5.80 6.07
H 6.28 3.39 5.49
H 5.40 2.29 4.65
H 6.13 1.82 7.13
H 4.85 0.84 6.32
H 4.28 3.14 8.21
H 3.48 1.45 7.99
H 2.34 3.73 7.01
H 2.50 2.40 5.88
N -7.62 1.31 1.15
S -8.63 1.90 2.09
O -8.57 3.29 2.55
O -9.46 1.00 2.84
F -9.62 2.17 0.86
S -6.54 1.28 2.50
O -6.64 0.15 3.40
O -5.98 2.44 3.06
F -5.32 0.78 1.56
N 3.68 -4.25 -5.05
S 3.75 -3.48 -3.72
O 2.50 -3.46 -3.05
O 4.67 -2.38 -3.38
F 4.48 -4.67 -2.95
S 3.32 -2.82 -5.85
O 4.52 -2.03 -6.01
O 2.00 -2.18 -5.71
F 3.20 -3.38 -7.38
N -1.23 2.48 -2.84
S -1.97 1.75 -3.90
O -1.95 2.35 -5.22
O -3.10 0.90 -3.57
F -0.77 0.72 -4.14
S -2.64 3.35 -2.41
O -3.53 2.63 -1.54
O -3.28 4.21 -3.38
F -1.96 4.37 -1.35
N 0.48 -2.26 4.34
S 0.21 -0.74 5.09
O -1.03 -0.03 4.69
O 1.30 0.19 5.43
F -0.25 -1.25 6.55
S 1.50 -1.62 3.34
O 2.93 -1.93 3.55
O 1.09 -0.49 2.46
F 1.08 -2.85 2.35
N -3.40 -3.19 1.51
S -4.03 -4.03 0.15
O -4.20 -3.23 -1.05
O -4.95 -5.15 0.39
F -2.55 -4.79 -0.10
S -4.79 -2.87 2.00
O -5.58 -3.91 2.66
O -5.56 -1.97 1.19
F -4.46 -1.95 3.27
N 0.52 -7.26 0.23
S 0.71 -5.59 0.77
O -0.16 -5.31 1.95
O 1.12 -4.52 -0.12
F 2.12 -5.71 1.55
S 1.36 -7.09 -1.09
O 2.84 -6.82 -1.05
O 0.67 -6.41 -2.24
F 1.34 -8.69 -1.45